{"formula": "C22H20BrNYb", "method": "wB97M-V/def2-TZVPD", "e_tot_ev": -126200.8015, "fmax_ev_per_a": 6.18, "spin_multiplicity": 2, "gap_ev": [4.26, 4.27], "s_squared": 0.75, "e_homo_ev": [-2.4, -2.4], "charge": -1, "species": ["Yb", "Br", "N", "C", "C", "C", "C", "C", "C", "C", "C", "C", "C", "C", "C", "C", "C", "C", "C", "C", "C", "C", "C", "C", "C", "H", "H", "H", "H", "H", "H", "H", "H", "H", "H", "H", "H", "H", "H", "H", "H", "H", "H", "H", "H"], "positions_angstrom": [[0.0212, 0.1028, 0.0657], [1.2511, -0.9121, -1.9139], [0.7990, -0.2691, 2.2204], [1.1737, -0.7397, -5.7451], [1.1206, -4.2752, 3.4823], [1.2601, 3.4307, 4.2166], [-1.9517, -0.8446, -0.8069], [0.5925, -1.9642, 3.9629], [-1.7920, -0.2489, 1.4022], [2.4688, -0.6862, -5.1547], [1.6272, 2.2404, 4.8407], [2.7808, 0.6800, -4.9002], [-2.0851, 0.5708, -0.7274], [1.3952, -3.9345, 2.1532], [1.4887, 1.0167, 4.1863], [0.7601, 3.3931, 2.9120], [0.6185, 2.1787, 2.2558], [0.7143, -3.2877, 4.3766], [1.2730, -2.6207, 1.7284], [0.8975, -1.5611, 2.6393], [0.9496, 0.9123, 2.8825], [-1.7503, -1.3502, 0.5072], [1.6788, 1.4724, -5.3338], [-1.9992, 0.9438, 0.6453], [0.6844, 0.5944, -5.8562], [1.3712, 4.3850, 4.7299], [3.1081, -1.5403, -4.9363], [1.8196, 0.1189, 4.7068], [1.7022, -4.7079, 1.4477], [1.2134, -5.3099, 3.8136], [1.4854, -2.3589, 0.6783], [-0.2782, 0.8913, -6.2719], [-1.5483, -2.3848, 0.7769], [-1.9382, -1.4332, -1.7239], [0.6501, -1.6421, -6.0597], [-2.1678, 1.2582, -1.5675], [0.2326, 2.1906, 1.2139], [0.4868, 4.3214, 2.4055], [0.4783, -3.5494, 5.4109], [-1.6502, -0.2918, 2.4796], [1.6094, 2.5583, -5.2798], [3.7017, 1.0536, -4.4543], [2.0372, 2.2692, 5.8529], [-2.0169, 1.9553, 1.0432], [0.2326, -1.2207, 4.6733]]}